A structure of composition C14H22AuIN4O3 at a distorted geometry. Source: the OMol25 dataset; level of theory: ωB97M-V/def2-TZVPD.

## Properties
Gap between HOMO and LUMO (spin up / spin down) (eV): 1.76 / 2.78
ΔE to the lowest compared entry with this formula, charge and spin (eV): 5.263
2S+1: 3
Expectation value of S²: 2.21
Total charge: -2
HOMO level (spin up / spin down) (eV): 2.98 / 1.90

Last column: natural (NBO) charge in e.
Positions of all 45 atoms, in Å:
Au1 0.0826 0.0928 -0.4646  0.85
I1 -1.0138 0.4051 -3.0040  -0.54
O1 -0.6288 0.2550 2.3458  -0.60
O2 2.5773 1.1320 -2.2151  -0.66
O3 -1.3029 -1.6946 1.4661  -0.73
N1 1.8232 -2.1862 0.6778  -0.39
N2 -2.0943 2.2718 -0.0669  -0.38
N3 0.5083 -2.8848 -0.8643  -0.38
N4 -0.2261 2.8722 0.7855  -0.39
C1 -3.1633 1.4811 -0.6374  -0.47
C2 -1.0997 3.9386 0.9542  -0.13
C3 1.2875 -3.9633 -0.4807  -0.09
C4 2.5231 -1.3576 1.6522  -0.70
C5 1.5924 0.5388 -2.1182  0.20
C6 -0.7186 -0.6328 1.3394  0.44
C7 -2.2693 3.5611 0.4232  -0.09
C8 1.1327 2.8691 1.3095  -0.56
C9 0.8309 -1.7920 -0.1428  0.17
C10 -0.5787 -2.9845 -1.8247  -0.42
C11 -1.0568 -0.1876 3.6383  -0.55
C12 0.9361 0.2127 -4.4725  -0.95
C13 2.1188 -3.5283 0.4771  -0.13
C14 -0.8225 1.8554 0.1370  0.15
H1 1.8144 2.3299 0.6390  0.23
H2 -2.0366 -0.6626 3.5627  0.18
H3 1.7508 -0.5078 -4.2803  0.17
H4 1.9338 -1.2416 2.5744  0.20
H5 1.1743 -4.9355 -0.9090  0.20
H6 -0.4400 -3.8932 -2.4205  0.18
H7 -0.3164 -0.8907 4.0340  0.16
H8 -2.7540 0.9052 -1.4855  0.26
H9 2.7606 -0.3578 1.2599  0.22
H10 2.8611 -4.0369 1.0529  0.21
H11 1.1556 2.3777 2.2952  0.21
H12 -3.5754 0.7791 0.1014  0.20
H13 -3.9509 2.1442 -1.0082  0.18
H14 1.2250 1.2659 -4.6074  0.18
H15 -3.2105 4.0916 0.3489  0.21
H16 -1.0997 0.7179 4.2403  0.17
H17 1.4631 3.9085 1.4260  0.18
H18 3.4506 -1.8782 1.9065  0.18
H19 0.2972 -0.1133 -5.3128  0.16
H20 -0.5778 -2.1036 -2.4892  0.27
H21 -1.5504 -3.0265 -1.3095  0.21
H22 -0.8128 4.8538 1.4665  0.21

Atoms 1-2, force components in eV/Å:
0.202 0.893 0.926
-3.681 0.081 -1.038

A cluster of 2 separate species, C2H10N4S in total at a distorted geometry. Source: the OMol25 dataset; level of theory: ωB97M-V/def2-TZVPD.

## Properties
Gap between HOMO and LUMO (spin up / spin down) (eV): 6.93 / 3.18
ΔE to the lowest compared entry with this formula, charge and spin (eV): 4.523
Total charge: +2
HOMO level (spin up / spin down) (eV): -15.79 / -14.29

Last column: natural (NBO) charge in e.
Positions of all 17 atoms, in Å:
S1 -4.7750 0.3436 -0.1858  0.65
N1 0.2594 -0.2959 0.3564  -0.45
N2 -3.4448 -0.1676 0.3540  -1.04
N3 3.5348 0.3682 0.1442  -0.34
N4 2.3852 0.1674 -0.5720  -0.21
C1 1.1352 0.6635 -0.3025  -0.13
C2 -0.8469 -0.8350 -0.0305  0.21
H1 -5.7391 -0.5170 0.3014  0.09
H2 1.2205 1.5652 0.2440  0.26
H3 -3.0424 -0.6418 1.2404  0.39
H4 0.6921 -0.5721 1.2290  0.43
H5 -1.2769 -1.7060 0.4096  0.27
H6 3.2341 1.0738 0.7487  0.41
H7 -1.1775 -0.4329 -0.9330  0.24
H8 4.4552 0.3209 -0.3972  0.48
H9 0.7144 1.0447 -1.1920  0.28
H10 2.6717 -0.3790 -1.4147  0.45

Atoms 1-2, force components in eV/Å:
-2.197 -0.036 -0.265
0.499 -0.704 1.399

The molecule C21H26N2O3S. Source: the OMol25 dataset; level of theory: ωB97M-V/def2-TZVPD.

## Properties
Gap between HOMO and LUMO (eV): 8.51
ΔE to the lowest compared entry with this formula, charge and spin (eV): 2.587
HOMO level (eV): -7.93

Last column: natural (NBO) charge in e.
Positions of all 53 atoms, in Å:
S1 -5.3543 0.0880 1.3947  -0.27
O1 3.2405 1.2518 -1.2619  -0.51
O2 3.5348 -1.1569 0.1908  -0.50
O3 1.9942 -1.7100 2.1691  -0.50
N1 -4.8030 -0.7010 -1.0818  -0.60
N2 -3.1879 0.4598 -0.1320  -0.43
C1 0.7673 0.3813 1.9651  -0.35
C2 0.8257 -1.4665 -1.7390  -0.20
C3 -1.7311 2.2753 0.7075  -0.39
C4 3.1209 2.4791 -1.9350  -0.25
C5 -0.4891 -2.8433 -0.2870  -0.22
C6 -1.4549 -0.8693 -1.2634  -0.06
C7 4.8094 -0.7590 -0.2637  -0.24
C8 1.4224 1.8832 0.2228  -0.33
C9 -4.4282 -0.0453 0.0436  0.29
C10 0.5932 1.5802 1.2895  0.02
C11 0.7109 -2.5799 -0.9255  -0.21
C12 2.6126 -0.1946 0.5045  0.18
C13 2.4252 1.0105 -0.1836  0.27
C14 1.1147 -2.1394 3.1776  -0.25
C15 -0.2496 -0.6111 -1.8998  -0.21
C16 -1.5696 -1.9969 -0.4588  -0.18
C17 -2.6248 0.0738 -1.4202  -0.05
C18 -2.3454 0.8969 0.9497  -0.24
C19 -0.5368 2.5071 1.6441  -0.42
C20 -3.8323 -0.5696 -2.1415  -0.22
C21 1.7604 -0.5057 1.5787  0.36
H1 -0.5845 -3.7114 0.3487  0.21
H2 4.7961 -0.4748 -1.3188  0.18
H3 1.5591 -3.2293 -0.7784  0.22
H4 1.4503 -3.1381 3.4528  0.20
H5 0.1304 0.1558 2.8052  0.22
H6 -5.7633 -0.9455 -1.2475  0.42
H7 1.2687 2.8128 -0.3012  0.21
H8 1.1588 -1.4909 4.0593  0.17
H9 -0.1541 0.2651 -2.5261  0.21
H10 -4.2036 0.0703 -2.9509  0.19
H11 -2.2894 0.9713 -1.9545  0.20
H12 -2.9681 0.9106 1.8478  0.25
H13 1.7585 -1.2582 -2.2397  0.22
H14 3.8843 2.4611 -2.7119  0.20
H15 5.2036 0.0738 0.3249  0.17
H16 -3.5771 -1.5491 -2.5587  0.21
H17 -0.8520 2.3420 2.6751  0.21
H18 0.0823 -2.1905 2.8159  0.18
H19 -2.5059 -2.2028 0.0412  0.21
H20 -1.5377 0.1683 1.0861  0.21
H21 -2.4845 3.0489 0.8620  0.21
H22 2.1367 2.5905 -2.4022  0.17
H23 5.4504 -1.6305 -0.1294  0.19
H24 -0.2090 3.5438 1.5480  0.22
H25 -1.3804 2.3408 -0.3238  0.19
H26 3.3054 3.3275 -1.2684  0.18

Atoms 1-2, force components in eV/Å:
-0.501 0.018 0.597
-0.165 -0.441 0.344

The molecule C5H14N2S at a distorted geometry. Source: the OMol25 dataset; level of theory: ωB97M-V/def2-TZVPD.

## Properties
Gap between HOMO and LUMO (eV): 9.41
ΔE to the lowest compared entry with this formula, charge and spin (eV): 0.897
HOMO level (eV): -8.49

Last column: natural (NBO) charge in e.
Positions of all 22 atoms, in Å:
S1 1.5896 3.1502 -1.4091  -0.06
N1 -1.7292 -0.8075 0.8653  -0.63
N2 1.2613 -1.7217 -1.2237  -0.89
C1 -0.4775 -1.4458 0.5208  -0.23
C2 0.9030 0.5336 -0.2979  -0.43
C3 0.6281 1.5722 -1.3513  -0.50
C4 -1.6859 0.1066 2.0341  -0.42
C5 0.2290 -0.8295 -0.7469  -0.04
H1 1.8827 -1.9824 -0.4897  0.38
H2 0.4697 0.8411 0.6467  0.20
H3 1.6970 3.4395 -0.1120  0.12
H4 -1.1239 1.0230 1.9200  0.17
H5 -0.6408 -2.5187 0.2733  0.19
H6 -0.3822 1.9531 -1.2169  0.21
H7 -0.5130 -0.6334 -1.5162  0.18
H8 -2.7102 0.2645 2.3809  0.20
H9 1.9528 0.3162 -0.0954  0.22
H10 1.0559 -2.1874 -2.0818  0.39
H11 0.6432 1.1176 -2.3577  0.22
H12 -2.0446 -0.2298 0.0951  0.34
H13 -1.2749 -0.5125 2.8389  0.19
H14 0.2702 -1.4488 1.3236  0.18

Atoms 1-2, force components in eV/Å:
0.396 -0.485 -0.523
-0.065 1.313 0.641